{"formula": "C7H6Br3NO3", "method": "wB97M-V/def2-TZVPD", "lumo_ev": [-0.63, -0.63], "relative_energy_kj_mol": 236.83, "mol_weight_g_mol": 391.8, "largest_force_ev_per_a": 4.08, "spin_multiplicity": 1, "species": ["C", "C", "C", "C", "C", "C", "C", "N", "O", "O", "O", "Br", "Br", "Br", "H", "H", "H", "H", "H", "H"], "coordinates": [[-0.45, 1.40, -1.24], [-1.64, 1.63, -0.53], [-0.22, 0.89, 1.00], [0.50, 0.87, -0.36], [-0.04, -2.52, 1.38], [1.77, 0.63, -0.84], [2.94, 0.16, -0.15], [-0.57, -1.44, 0.95], [-0.09, -0.34, 1.69], [-1.42, -1.31, 0.05], [-1.48, 1.36, 0.82], [4.61, 1.14, -0.75], [3.24, -1.80, -0.72], [3.10, 0.20, 1.87], [-0.27, 1.42, -2.33], [-2.69, 1.95, -0.86], [0.35, 1.54, 1.67], [0.63, -2.32, 2.24], [-0.41, -3.35, 0.95], [1.85, 0.74, -1.95]]}

{"formula": "C14H14BCl2FN2O3", "method": "wB97M-V/def2-TZVPD", "smiles": "C[C@@H](Cl)[C@@H](Cl)c1cc2nccnc2c(CC(=O)F)c1CB(O)O", "lumo_ev": -0.62, "mol_weight_g_mol": 359.0, "largest_force_ev_per_a": 1.35, "spin_multiplicity": 1, "species": ["C", "C", "Cl", "C", "Cl", "C", "C", "C", "N", "C", "C", "N", "C", "C", "C", "C", "O", "F", "C", "C", "B", "O", "O", "H", "H", "H", "H", "H", "H", "H", "H", "H", "H", "H", "H", "H", "H"], "coordinates": [[-2.23, -0.50, 1.81], [-3.17, -0.42, 0.62], [-4.32, 0.91, 1.03], [-2.42, -0.17, -0.76], [-3.33, 0.92, -1.86], [-1.03, 0.39, -0.58], [-0.90, 1.69, -0.16], [0.36, 2.30, 0.01], [0.41, 3.60, 0.43], [1.62, 4.08, 0.53], [2.78, 3.33, 0.23], [2.75, 2.09, -0.14], [1.50, 1.54, -0.26], [1.38, 0.19, -0.70], [2.69, -0.52, -1.00], [3.44, -0.93, 0.23], [4.58, -1.16, 0.32], [2.66, -1.02, 1.31], [0.14, -0.40, -0.85], [-0.04, -1.83, -1.32], [-0.67, -2.81, -0.23], [-1.84, -3.49, -0.54], [-0.09, -3.00, 1.01], [-1.90, 0.48, 2.13], [-2.81, -0.92, 2.64], [-1.40, -1.17, 1.65], [-3.78, -1.31, 0.57], [-2.40, -1.11, -1.29], [-1.78, 2.28, 0.05], [1.74, 5.10, 0.85], [3.75, 3.82, 0.33], [3.34, 0.20, -1.49], [2.57, -1.34, -1.68], [-0.66, -1.80, -2.21], [0.91, -2.27, -1.63], [-2.56, -3.24, 0.05], [0.73, -3.50, 0.90]]}

{"formula": "C46H113Br6Cl6N8O10V", "method": "wB97M-V/def2-TZVPD", "lumo_ev": -0.32, "relative_energy_kj_mol": 0.00, "mol_weight_g_mol": 1681.5, "largest_force_ev_per_a": 4.21, "spin_multiplicity": 1, "species": ["O", "V", "O", "C", "C", "C", "C", "C", "C", "N", "O", "C", "C", "C", "H", "H", "H", "H", "H", "H", "H", "H", "H", "H", "H", "H", "H", "H", "H", "H", "H", "H", "Br", "C", "C", "Br", "H", "H", "H", "H", "Br", "C", "C", "Br", "H", "H", "H", "H", "Br", "C", "C", "Br", "H", "H", "H", "H", "C", "C", "C", "O", "C", "N", "H", "H", "H", "H", "H", "H", "H", "H", "H", "H", "H", "C", "C", "C", "O", "C", "N", "H", "H", "H", "H", "H", "H", "H", "H", "H", "H", "H", "C", "C", "C", "O", "C", "N", "H", "H", "H", "H", "H", "H", "H", "H", "H", "H", "H", "C", "C", "C", "O", "C", "N", "H", "H", "H", "H", "H", "H", "H", "H", "H", "H", "H", "C", "C", "C", "O", "C", "N", "H", "H", "H", "H", "H", "H", "H", "H", "H", "H", "H", "C", "C", "C", "O", "C", "N", "H", "H", "H", "H", "H", "H", "H", "H", "H", "H", "H", "C", "C", "C", "O", "C", "N", "H", "H", "H", "H", "H", "H", "H", "H", "H", "H", "H", "C", "Cl", "Cl", "H", "H", "C", "Cl", "Cl", "H", "H", "C", "Cl", "Cl", "H", "H"], "coordinates": [[2.18, 1.87, -3.68], [2.64, 2.37, -2.20], [3.82, 3.48, -2.31], [1.31, -1.90, -1.85], [0.06, -0.99, -1.79], [-1.23, -1.92, -1.62], [-1.31, -2.39, -0.15], [-1.43, -1.14, 0.69], [-0.18, -0.24, 0.66], [0.06, 0.09, -0.74], [0.88, 1.20, -1.08], [1.02, -0.90, 1.43], [-0.60, 0.98, 1.43], [-0.16, -0.41, -3.24], [1.46, -2.42, -2.81], [1.25, -2.72, -1.13], [2.20, -1.37, -1.51], [-1.16, -2.76, -2.31], [-2.10, -1.28, -1.77], [-0.43, -2.93, 0.21], [-2.21, -2.94, 0.13], [-1.66, -1.41, 1.72], [-2.32, -0.59, 0.38], [1.93, -0.72, 0.86], [0.85, -1.94, 1.71], [1.29, -0.49, 2.40], [-1.23, 1.69, 0.90], [0.36, 1.48, 1.58], [-1.11, 0.72, 2.36], [0.77, -0.07, -3.68], [-0.96, 0.33, -3.28], [-0.41, -1.16, -3.99], [-2.44, -6.67, -0.62], [-0.62, -6.07, -0.83], [-0.11, -6.63, -2.18], [1.82, -6.16, -2.31], [-0.04, -6.40, 0.02], [-0.58, -4.98, -0.79], [-0.62, -6.09, -2.97], [-0.13, -7.72, -2.23], [3.20, -1.26, -7.59], [1.50, -2.08, -7.15], [1.73, -3.21, -6.21], [-0.10, -4.12, -6.05], [1.05, -2.37, -8.10], [0.94, -1.34, -6.59], [2.01, -2.91, -5.20], [2.38, -3.99, -6.62], [-0.39, -4.61, 2.41], [-1.83, -5.69, 3.23], [-3.16, -5.14, 2.73], [-4.64, -6.22, 3.47], [-1.68, -5.50, 4.29], [-1.64, -6.71, 2.90], [-3.16, -5.24, 1.64], [-3.36, -4.13, 3.08], [2.81, 1.96, 3.60], [2.21, 3.34, 3.22], [1.98, 4.14, 4.55], [1.23, 3.43, 5.57], [-0.14, 3.14, 5.24], [3.17, 3.88, 2.24], [3.00, 1.38, 2.69], [2.04, 1.39, 4.12], [3.72, 1.93, 4.20], [1.24, 3.16, 2.76], [1.39, 5.05, 4.39], [2.95, 4.53, 4.86], [-0.78, 4.02, 5.25], [-0.48, 2.48, 6.04], [-0.34, 2.60, 4.32], [3.95, 4.24, 2.76], [2.76, 4.71, 1.82], [-5.27, -1.33, -2.46], [-5.26, -0.11, -1.53], [-4.98, 1.34, -2.08], [-5.00, 2.33, -1.02], [-3.78, 2.28, -0.28], [-6.45, -0.19, -0.74], [-4.20, -1.53, -2.49], [-5.64, -1.09, -3.46], [-5.70, -2.27, -2.11], [-4.43, -0.31, -0.85], [-5.76, 1.43, -2.83], [-4.11, 1.43, -2.73], [-2.94, 2.16, -0.96], [-3.74, 1.39, 0.34], [-3.56, 3.13, 0.37], [-6.43, 0.76, -0.39], [-7.11, -0.04, -1.49], [-6.45, -2.79, 3.78], [-6.64, -1.68, 2.72], [-5.36, -0.82, 2.57], [-4.85, -0.19, 3.73], [-3.48, 0.27, 3.68], [-6.97, -2.24, 1.43], [-5.93, -2.41, 4.66], [-5.70, -3.48, 3.39], [-7.36, -3.24, 4.17], [-7.43, -1.00, 3.04], [-5.60, -0.03, 1.85], [-4.57, -1.41, 2.10], [-3.39, 1.02, 4.45], [-3.30, 0.59, 2.65], [-2.81, -0.60, 3.73], [-6.22, -2.80, 1.05], [-6.99, -1.53, 0.72], [5.61, 0.77, 1.13], [4.93, 1.29, -0.17], [4.90, 0.09, -1.20], [4.13, 0.45, -2.36], [4.47, -0.25, -3.51], [3.59, 1.84, 0.07], [5.72, 1.56, 1.87], [6.63, 0.41, 1.06], [5.06, -0.04, 1.62], [5.48, 2.20, -0.39], [4.39, -0.77, -0.77], [5.96, -0.09, -1.39], [5.47, 0.06, -3.81], [3.76, -0.07, -4.31], [4.50, -1.33, -3.36], [2.96, 1.18, 0.50], [3.68, 2.54, 0.79], [1.77, 5.94, -0.88], [1.06, 4.58, -0.84], [-0.25, 4.63, -0.01], [-0.02, 5.10, 1.36], [-1.12, 5.13, 2.26], [0.97, 4.10, -2.15], [2.62, 5.92, -1.56], [2.12, 6.28, 0.09], [1.13, 6.73, -1.28], [1.71, 3.92, -0.27], [-0.71, 3.65, 0.07], [-0.97, 5.28, -0.52], [-1.80, 5.94, 1.98], [-0.82, 5.25, 3.30], [-1.75, 4.24, 2.27], [0.22, 3.43, -2.09], [0.42, 4.84, -2.58], [-1.99, 3.57, -3.83], [-1.28, 4.82, -4.39], [-2.28, 5.38, -5.46], [-1.60, 6.48, -6.08], [-2.42, 7.23, -6.95], [-1.03, 5.71, -3.30], [-2.28, 2.91, -4.64], [-2.89, 3.75, -3.24], [-1.36, 2.94, -3.20], [-0.43, 4.55, -5.01], [-3.30, 5.63, -5.15], [-2.44, 4.59, -6.20], [-3.02, 7.94, -6.38], [-3.02, 6.58, -7.59], [-1.85, 7.86, -7.64], [-1.93, 5.96, -2.91], [-0.82, 6.54, -3.83], [4.99, -5.95, 4.20], [5.29, -4.60, 4.80], [4.11, -3.68, 5.13], [3.50, -3.25, 3.91], [4.10, -2.11, 3.33], [6.04, -4.90, 6.05], [4.20, -5.99, 3.45], [4.60, -6.65, 4.94], [5.79, -6.47, 3.68], [5.92, -4.06, 4.09], [4.39, -2.80, 5.71], [3.41, -4.15, 5.83], [5.17, -2.16, 3.13], [3.96, -1.22, 3.95], [3.71, -1.85, 2.34], [6.89, -5.39, 5.84], [5.52, -5.50, 6.69], [0.23, -2.42, 5.19], [-1.52, -2.54, 5.16], [0.71, -0.70, 5.09], [0.62, -2.89, 6.09], [0.65, -2.89, 4.30], [0.57, 1.92, -6.80], [1.33, 2.28, -8.31], [-0.97, 1.21, -7.03], [1.24, 1.38, -6.14], [0.38, 2.91, -6.39], [3.19, -4.63, 0.88], [2.54, -6.26, 0.79], [4.95, -4.41, 0.62], [2.72, -3.95, 0.17], [2.89, -4.18, 1.83]]}